Below is the ion C5H13N2 with charge +1, with properties calculated with wB97M-V/def2-TZVPD.

Element x y z (Å)
C (0.38974, -1.60348, -1.91532)
C (0.06425, -0.66450, -0.64244)
C (0.68537, 0.76045, -0.53200)
C (0.92171, 1.09599, 0.93845)
C (-0.49449, 0.82677, 2.84497)
N (-0.40052, 0.84977, 1.53956)
N (-1.45156, -0.34128, -0.76595)
H (-0.24766, -2.41859, -1.99256)
H (1.48885, -2.04046, -1.85755)
H (0.35617, -0.97525, -2.89876)
H (0.32182, -1.39743, 0.17976)
H (1.63515, 0.79688, -1.06119)
H (0.19243, 1.70238, -0.86425)
H (1.64855, 0.39853, 1.45451)
H (1.27696, 2.11929, 1.25873)
H (-1.32304, 0.37046, 3.27255)
H (0.30151, 1.10349, 3.43341)
H (-1.51642, 0.66543, -0.52963)
H (-1.92873, -0.78058, -0.06800)
H (-1.92010, -0.46787, -1.79429)

Cartesian forces, eV/Å:
3.61 3.42 -0.70
-0.12 -0.95 -2.44
2.30 0.48 0.55
0.40 -0.21 2.09
0.23 -0.27 -5.00
-0.54 -0.48 3.04
0.78 1.75 -4.13
-1.40 -1.43 0.09
-2.25 1.07 0.07
-0.02 -1.14 1.67
-0.91 1.58 -0.19
0.16 -0.22 -0.11
-0.70 -1.30 -0.61
-0.60 0.53 -0.84
-0.29 -0.78 -1.16
-1.77 -0.18 0.80
1.89 0.62 1.56
-0.20 -0.63 -0.03
-2.14 -1.84 2.20
1.58 -0.04 3.15

Calculated values
HOMO level: -13.94 eV
LUMO energy: -3.128 eV
energy: -307.49518 a.u.
charge: +1



Below is a cluster of 10 separate species, C25H49NO13 in total, with properties calculated with wB97M-V/def2-TZVPD.

Element x y z (Å)
O (-3.61438, -3.27435, -4.84023)
C (-3.03406, -2.90572, -3.86101)
O (-2.27228, -3.74333, -3.11379)
C (-1.51993, -2.98446, -2.14415)
C (-2.23576, -1.64813, -1.94852)
C (-3.06434, -1.53243, -3.22851)
H (-0.52158, -2.90040, -2.57891)
H (-1.41901, -3.58423, -1.24064)
H (-1.58399, -0.80561, -1.73515)
H (-2.94774, -1.63649, -1.12292)
H (-2.85640, -0.78226, -3.98154)
H (-4.13674, -1.45928, -3.01803)
O (-4.26729, 0.96914, -0.19046)
C (-3.64379, 1.93360, -0.55103)
O (-3.87662, 2.46920, -1.76419)
C (-2.86996, 3.43949, -2.14260)
C (-1.85382, 3.42966, -0.98600)
C (-2.48996, 2.64947, 0.14674)
H (-3.41960, 4.37438, -2.23463)
H (-2.40265, 3.10821, -3.06337)
H (-1.67127, 4.48482, -0.76968)
H (-0.91837, 3.00997, -1.35052)
H (-2.96654, 3.24426, 0.92866)
H (-1.78213, 1.96195, 0.59713)
O (-1.69504, 0.53092, 2.58227)
C (-2.69301, -0.10906, 2.79627)
O (-3.42039, 0.07273, 3.90444)
C (-4.47439, -0.90697, 4.00235)
C (-4.71333, -1.30381, 2.54367)
C (-3.28757, -1.20099, 1.95100)
H (-5.36072, -0.45518, 4.43682)
H (-4.09025, -1.70951, 4.63565)
H (-5.28826, -0.46589, 2.14347)
H (-5.16916, -2.27055, 2.35956)
H (-3.41722, -1.00947, 0.89260)
H (-2.82541, -2.17005, 2.15653)
O (2.29101, -4.35031, -1.63642)
C (2.62854, -4.01410, -0.54255)
O (3.74219, -3.29351, -0.30977)
C (4.01840, -3.05368, 1.06355)
C (2.86715, -3.75482, 1.83470)
C (1.96524, -4.40593, 0.78809)
H (3.95268, -1.98401, 1.24151)
H (4.98436, -3.48158, 1.32167)
H (2.34064, -2.92715, 2.32161)
H (3.12708, -4.40497, 2.66915)
H (0.97544, -3.98566, 0.92370)
H (1.99655, -5.49254, 0.80630)
C (2.99568, 1.69071, 2.97720)
O (2.40386, 2.10270, 4.20074)
H (2.42071, 2.03372, 2.10856)
H (3.91811, 2.26113, 2.89054)
H (3.07269, 0.60344, 2.94100)
H (1.44687, 2.01698, 4.20912)
C (-0.24258, 0.87268, -4.47663)
O (-0.42777, 2.23739, -4.12603)
H (-1.12537, 0.44267, -4.93992)
H (0.59995, 0.78841, -5.17713)
H (0.12749, 0.33706, -3.60686)
H (-0.75058, 2.73870, -4.87872)
C (0.39659, -0.15006, 5.51372)
O (0.05174, 1.09688, 6.05778)
H (0.07348, -0.18403, 4.47041)
H (1.46606, -0.37385, 5.58250)
H (-0.08467, -1.02874, 5.96536)
H (-0.26169, 0.99243, 6.95832)
C (3.08705, 2.63289, -3.90218)
O (3.81936, 1.49750, -3.43909)
H (2.34255, 2.90603, -3.15082)
H (3.72208, 3.51560, -4.00513)
H (2.58251, 2.40732, -4.84090)
H (4.74879, 1.72489, -3.51269)
C (4.55539, 2.22075, -0.47248)
O (5.60043, 2.55773, 0.44052)
H (3.57212, 2.27395, 0.00128)
H (4.59070, 2.90035, -1.32639)
H (4.68742, 1.20936, -0.84780)
H (5.65090, 3.51571, 0.47285)
N (0.47093, 0.12214, 0.79955)
C (0.74385, 1.19582, 0.00419)
C (1.22579, 0.67275, -1.19187)
C (1.09118, -0.72808, -1.13684)
C (0.46991, -1.02697, 0.06129)
H (0.06510, 0.15258, 1.72571)
H (0.72107, 2.21292, 0.35493)
H (1.60660, 1.31421, -1.96837)
H (1.23459, -1.44364, -1.93184)
H (0.24485, -1.98339, 0.50328)

Cartesian forces, eV/Å:
0.03 0.04 0.05
0.32 -0.29 -0.10
-0.21 0.26 0.19
0.44 -0.27 -0.05
-0.57 0.37 -0.29
-0.95 -0.54 -0.11
0.05 0.34 0.19
-0.18 -0.02 -0.01
0.30 -0.09 -0.31
0.16 -0.45 0.13
0.37 0.19 0.11
0.12 0.51 0.15
-0.04 0.23 0.44
0.44 -0.73 -0.47
0.14 -0.13 -0.09
-0.49 -0.54 0.88
0.07 1.38 -0.63
-0.48 -0.08 -0.55
0.29 0.14 -0.24
-0.20 0.12 -0.16
0.25 -0.16 0.40
-0.03 -0.24 0.22
0.28 0.18 0.03
-0.29 -0.23 0.16
-0.08 0.07 0.26
0.37 -0.08 -0.41
-0.08 0.25 0.29
0.07 -0.47 -0.46
0.62 0.75 0.28
-1.79 -0.75 0.48
0.18 0.14 0.25
-0.20 -0.08 0.00
-0.28 -0.40 -0.38
-0.24 0.07 0.16
0.82 0.29 -0.04
0.54 0.22 -0.21
-0.10 0.19 -0.20
-0.32 -0.18 0.64
0.30 0.08 -0.61
-0.83 -0.92 0.45
-0.36 0.92 0.71
1.14 0.56 0.02
0.43 0.05 -0.07
0.16 0.26 -0.19
-0.28 -0.23 -0.03
0.49 -0.17 -0.33
-0.30 -0.47 -0.56
-0.39 -0.03 0.15
-0.83 0.85 -0.08
0.16 0.19 0.25
-0.20 -0.23 0.07
0.41 -0.66 0.12
0.48 0.01 -0.16
0.00 -0.13 -0.13
1.09 0.30 -0.66
-0.16 0.14 0.51
-0.14 -0.23 0.21
-0.23 -0.02 -0.22
-0.61 -0.01 0.26
0.06 -0.17 -0.16
0.07 -1.13 -0.28
-0.15 0.14 0.08
0.19 0.22 -0.05
0.07 0.38 -0.12
-0.27 0.39 0.30
0.08 -0.01 0.01
-0.02 0.08 0.46
-0.03 0.33 -0.24
-0.14 -0.13 -0.12
0.07 -0.08 -0.24
0.02 0.07 -0.05
0.06 -0.26 0.03
0.11 0.33 0.01
-0.08 -0.24 -0.04
-0.02 0.04 -0.03
-0.20 -0.07 -0.07
0.18 -0.04 0.15
0.03 -0.01 0.11
-1.50 -0.10 0.41
1.30 -0.92 -0.39
-0.38 1.07 0.47
-1.00 -0.40 -0.32
1.84 0.15 0.14
-0.21 0.32 -0.29
-0.01 -0.03 0.13
0.05 -0.32 -0.23
0.29 0.07 -0.01
-0.14 0.06 0.03

Calculated values
HOMO level: -8.42 eV
LUMO energy: 0.269 eV
energy: -2014.77896 a.u.
charge: 0



Below is a structure of composition C33H45GeI2NO4SiW, with properties calculated with wB97M-V/def2-TZVPD.

Element x y z (Å)
W (-0.00082, -0.11708, 0.64715)
C (-0.18428, 2.18385, 4.53758)
C (-0.63911, 0.85161, 3.95471)
C (-0.28018, -0.29378, 4.89260)
C (-2.14329, 0.87084, 3.72530)
O (0.06256, 0.62312, 2.68868)
Ge (1.81014, 1.45093, 2.29192)
O (1.11318, 2.03997, 0.61000)
C (1.93155, 2.89359, -0.25540)
C (3.31459, 3.08541, 0.36548)
C (1.23156, 4.23859, -0.40066)
C (2.08658, 2.24037, -1.61974)
O (1.96237, -0.11708, 1.08723)
C (2.28404, -1.54132, 1.31416)
C (0.30347, -3.10275, 1.84189)
C (2.52276, -1.71818, 2.81004)
C (3.61684, -1.71805, 0.59727)
H (-0.75914, 2.40356, 5.43594)
H (0.87300, 2.15268, 4.80440)
H (-0.34743, 2.98915, 3.81597)
H (-0.77339, -0.15374, 5.85456)
H (-0.61044, -1.24619, 4.47578)
H (0.79710, -0.32662, 5.06092)
H (-2.65281, 0.92044, 4.68771)
H (-2.44485, 1.73924, 3.13914)
H (-2.46710, -0.03974, 3.22747)
H (3.24361, 3.57691, 1.33899)
H (3.81153, 2.11855, 0.48453)
H (3.92928, 3.70614, -0.28377)
H (1.06850, 4.70009, 0.57657)
H (1.85218, 4.90778, -0.99595)
H (0.27431, 4.11990, -0.90981)
H (2.50753, 1.23983, -1.51872)
H (1.12741, 2.16472, -2.12366)
H (2.75715, 2.84364, -2.23464)
H (-0.12687, -2.57207, 2.69251)
H (-0.50203, -3.66711, 1.37955)
H (1.02779, -3.82522, 2.22343)
H (1.62839, -1.48199, 3.38207)
H (2.82838, -2.73782, 3.03522)
H (3.32850, -1.05053, 3.12440)
H (3.52349, -1.47822, -0.45943)
H (4.32514, -1.01890, 1.04674)
H (4.01229, -2.72330, 0.72972)
I (-3.75278, -3.45347, 1.18292)
C (-3.92139, -1.40824, 0.78391)
C (-5.16144, -0.78928, 0.57373)
C (-5.24460, 0.56917, 0.39926)
I (-7.14768, 1.42234, 0.14962)
C (-4.08728, 1.38739, 0.39478)
C (-4.05356, 2.78865, 0.35340)
C (-2.83549, 3.41471, 0.50966)
C (-1.66639, 2.67845, 0.60717)
N (-1.62590, 1.34907, 0.54124)
C (-2.84614, 0.72655, 0.51618)
C (-2.77331, -0.65215, 0.75501)
O (-1.53285, -1.11938, 1.03533)
H (-6.06501, -1.38192, 0.58948)
H (-4.96159, 3.36368, 0.23625)
H (-2.77660, 4.49265, 0.56091)
H (-0.71327, 3.16484, 0.73736)
C (-1.40706, -1.09574, -5.26743)
Si (0.00467, -0.10468, -4.52776)
C (1.67102, -0.85195, -4.97966)
C (-0.09278, 1.71512, -5.01541)
C (-0.11226, -0.15897, -2.67158)
C (-0.09912, -0.14525, -1.45085)
H (-1.37636, -1.03931, -6.35741)
H (-2.37876, -0.72143, -4.94099)
H (-1.33486, -2.14676, -4.98321)
H (1.80103, -0.89893, -6.06306)
H (1.74851, -1.86676, -4.58590)
H (2.49662, -0.26691, -4.56979)
H (-0.30842, 1.81134, -6.08184)
H (0.84615, 2.23596, -4.82079)
H (-0.88529, 2.23169, -4.47074)
C (0.94594, -2.16430, 0.80307)
C (0.93154, -2.92385, -0.53151)
C (2.03177, -3.48384, -1.17603)
C (1.89959, -4.20223, -2.36081)
C (0.65613, -4.43252, -2.91490)
C (-0.46388, -3.94186, -2.25832)
C (-0.32287, -3.20415, -1.09998)
H (3.02154, -3.41150, -0.75974)
H (2.78895, -4.59793, -2.83555)
H (0.55541, -5.01895, -3.81943)
H (-1.45411, -4.13526, -2.65319)
H (-1.22131, -2.86530, -0.61123)

Cartesian forces, eV/Å:
2.04 1.16 -1.55
0.02 -0.12 -0.18
-0.12 -0.09 0.25
0.04 0.07 -0.09
0.12 0.03 -0.13
0.69 0.28 -0.41
0.38 0.27 0.40
-0.61 -0.53 0.76
0.28 0.04 -0.40
-0.25 -0.07 0.13
0.00 -0.11 0.11
-0.01 0.00 0.11
-0.44 -0.12 -0.07
0.13 -0.19 0.25
-0.20 0.20 0.00
-0.09 0.12 -0.10
-0.19 0.20 0.00
0.02 0.03 0.02
-0.03 0.07 0.09
-0.02 0.04 0.04
0.01 0.00 0.01
0.02 -0.01 0.00
-0.01 -0.02 0.04
0.03 0.03 0.01
-0.03 0.01 -0.03
-0.05 -0.07 -0.02
0.10 0.05 -0.03
0.08 0.04 -0.01
0.01 0.01 -0.01
0.00 0.03 -0.02
-0.02 0.03 0.00
0.02 0.05 -0.03
0.00 -0.02 -0.04
-0.04 -0.04 -0.03
0.00 0.00 0.03
0.04 -0.03 0.04
-0.02 0.04 0.04
0.02 -0.04 -0.08
0.05 -0.08 0.04
-0.01 -0.02 0.01
0.03 -0.02 0.00
0.09 -0.04 0.00
0.00 0.00 0.02
0.02 0.03 0.00
-0.21 0.31 -0.05
0.96 -0.41 0.15
-0.31 0.41 -0.02
-0.55 -0.09 -0.10
0.25 -0.11 0.04
0.28 -0.32 0.01
0.49 0.25 0.03
-0.81 0.22 -0.08
0.90 -0.63 -0.12
-1.83 0.67 0.18
0.03 0.09 -0.01
-0.46 -0.18 -0.06
-0.95 -0.66 -0.11
0.04 -0.05 -0.02
-0.04 -0.03 0.05
0.03 0.00 -0.05
-0.04 -0.01 -0.06
0.13 0.13 0.16
0.14 0.03 -0.21
-0.24 0.10 0.06
-0.04 -0.26 0.00
-0.07 0.07 -0.15
0.17 -0.28 1.35
0.03 0.02 0.00
0.01 0.01 0.01
0.02 0.00 0.03
-0.03 0.02 0.00
-0.02 -0.02 0.02
-0.03 0.02 0.02
0.03 -0.01 0.00
0.02 -0.03 0.04
-0.02 -0.04 0.00
0.11 -0.30 -0.30
-0.17 -0.15 0.02
0.08 0.02 0.06
0.02 -0.04 -0.03
0.04 -0.06 -0.07
-0.02 0.05 -0.02
0.17 -0.07 0.03
-0.13 -0.03 -0.13
-0.01 -0.03 0.02
0.00 0.05 -0.01
0.00 0.00 0.03
-0.08 0.16 0.07

Calculated values
multiplicity: 2
HOMO level (alpha / beta): -10.62 / -10.56 eV
LUMO energy (alpha / beta): -4.244 / -4.074 eV
<S²>: 0.762
energy: -4668.92946 a.u.
charge: +1



Below is the molecule C2H3N3O, with properties calculated with wB97M-V/def2-TZVPD.

Element x y z (Å)
N (0.01737, -0.25953, 1.34717)
C (0.80135, 0.12801, 0.27981)
C (0.14169, 0.15751, -1.03735)
N (-1.14901, 0.27925, -1.14866)
N (-2.27402, 0.39256, -1.23921)
O (1.96466, 0.46256, 0.40165)
H (0.53983, -0.36130, 2.20656)
H (-0.69590, -0.95916, 1.19958)
H (0.72455, 0.24769, -1.94210)

Cartesian forces, eV/Å:
0.11 -0.06 0.05
0.07 0.02 -0.04
0.20 0.06 -0.04
-1.33 0.08 -0.05
1.39 -0.18 0.13
-0.31 -0.13 -0.01
-0.08 0.02 -0.09
0.05 0.16 -0.04
-0.10 0.04 0.08

Calculated values
HOMO level: -9.20 eV
LUMO energy: 0.352 eV
energy: -317.48483 a.u.
charge: 0